Computed, not measured: a structure of composition C23H43CaCl2N4O6Si at a distorted geometry, with wB97M-V/def2-TZVPD.

Last column: Löwdin charge in e.
Positions of all 80 atoms, in Å:
Ca1 1.964 1.257 2.296  0.9024
Cl1 1.882 3.869 2.153  -0.3466
Cl2 0.244 0.419 0.981  0.1590
Si1 -0.789 2.187 -2.306  0.3731
O1 1.048 -0.917 3.087  -0.2445
O2 -1.877 2.411 2.462  -0.2186
O3 0.849 1.676 4.586  -0.1310
O4 3.420 0.340 0.624  -0.1479
O5 -0.560 0.581 -2.064  -0.1904
O6 -2.334 0.345 3.058  -0.2206
N1 -0.034 3.728 5.094  -0.1880
N2 -2.472 1.316 2.286  -0.3420
N3 -0.033 -2.870 3.238  -0.1852
N4 3.146 -0.709 -1.422  -0.1790
C1 0.171 -2.016 -1.105  -0.1059
C2 -1.969 -3.519 -0.142  -0.0851
C3 3.291 0.487 -2.252  -0.0300
C4 -0.118 2.429 4.734  -0.3408
C5 3.136 -0.648 -0.066  -0.3267
C6 1.221 4.303 5.574  -0.0874
C7 -1.136 -1.644 -1.412  -0.2016
C8 -0.527 -2.653 -5.539  -0.1136
C9 0.428 -3.197 -0.413  -0.0890
C10 -1.308 -0.998 -3.834  -0.2031
C11 -1.237 -3.564 3.650  -0.0512
C12 0.969 2.790 -2.053  -0.1585
C13 1.277 -3.462 3.484  -0.0518
C14 -2.240 -0.343 -4.791  -0.0425
C15 -1.594 2.826 -3.823  -0.1893
C16 -2.209 -2.316 -0.816  -0.0097
C17 -1.541 3.016 -0.788  -0.1643
C18 -0.004 -1.568 2.871  -0.3471
C19 3.314 -1.980 -2.123  -0.0566
C20 -1.142 4.655 4.914  -0.0588
C21 -0.652 -3.984 0.002  -0.1137
C22 -0.656 -2.134 -4.152  -0.1016
C23 -1.378 -0.519 -2.381  -0.3022
H1 2.313 0.725 -2.692  0.0744
H2 -2.696 2.649 -3.857  0.0497
H3 -2.204 3.775 -1.224  0.0173
H4 0.946 3.638 -1.355  0.0303
H5 -3.205 -1.875 -0.984  0.1234
H6 -1.524 4.968 5.905  0.0806
H7 1.227 -4.069 4.386  0.0754
H8 -1.553 -2.818 -5.908  0.0737
H9 0.012 -3.609 -5.533  0.0690
H10 -0.440 -4.948 0.471  0.0929
H11 1.072 4.797 6.546  0.0789
H12 -2.407 -0.211 -2.189  0.1408
H13 -1.947 4.136 4.376  0.0771
H14 3.651 1.323 -1.645  0.0989
H15 -1.040 2.573 -4.750  0.0340
H16 3.984 0.259 -3.071  0.0879
H17 3.343 -2.792 -1.389  0.0823
H18 1.963 3.517 5.707  0.0747
H19 -0.757 3.527 -0.203  0.0266
H20 4.248 -1.956 -2.697  0.0883
H21 1.471 -3.522 -0.273  0.0887
H22 -1.457 -4.380 2.947  0.0691
H23 2.016 -2.651 3.584  0.0835
H24 1.611 5.020 4.838  0.0517
H25 2.817 -1.603 0.411  0.1376
H26 -2.084 -2.859 3.693  0.1029
H27 -1.475 3.925 -3.636  0.0486
H28 -0.112 -2.702 -3.394  0.0974
H29 -0.796 5.519 4.314  0.0946
H30 -1.146 2.038 4.573  0.1161
H31 0.964 -1.356 -1.464  0.0833
H32 1.607 2.017 -1.583  -0.0001
H33 1.551 -4.121 2.650  0.0767
H34 2.484 -2.139 -2.825  0.0852
H35 -1.994 0.693 -5.041  0.0508
H36 -2.813 -4.126 0.224  0.1018
H37 -0.027 -1.967 -6.247  0.0843
H38 -1.052 -4.014 4.636  0.0817
H39 -2.085 2.393 -0.070  0.0034
H40 -3.273 -0.387 -4.424  0.0992
H41 1.354 3.083 -3.040  0.0263
H42 -2.189 -0.875 -5.738  0.0579
H43 -0.917 -1.188 2.358  0.0732

Cartesian forces, eV/Å:
Ca 0.2 0.7 1.7
Cl 0.3 0.1 -0.1
Cl -1.6 0.3 -3.0
Si 1.2 0.6 3.3
O -1.2 -1.0 -0.1
O -0.2 -1.4 1.0
O 0.4 0.2 0.1
O -0.1 -0.6 -0.7
O 0.2 -1.2 -1.4
O 0.7 0.9 0.8
N 0.5 0.0 0.4
N -1.0 0.6 -1.7
N 0.7 0.1 0.1
N 0.7 0.2 0.4
C 0.0 -0.1 -0.2
C 0.0 -0.2 0.0
C -0.1 -0.3 0.0
C -0.5 -0.2 -0.2
C 0.0 0.0 0.1
C -0.1 0.0 -0.4
C 0.2 -0.1 0.8
C -0.4 -0.5 -0.5
C -0.2 0.1 -0.3
C 0.2 -1.1 0.9
C 0.1 0.0 -0.5
C 0.3 0.1 -0.6
C -0.3 -0.2 0.2
C 0.2 0.2 -0.8
C -0.3 0.9 -0.5
C 0.3 0.1 -0.7
C -0.5 0.0 -0.4
C 1.2 0.8 0.7
C -0.4 0.2 0.2
C -0.1 -0.5 0.2
C 0.0 0.2 0.2
C 0.5 1.2 0.4
C -0.6 0.2 0.6
H 0.4 -0.1 0.1
H 0.9 -0.1 -0.3
H -0.2 0.2 0.5
H 0.1 -0.1 -0.5
H 0.4 -0.6 0.3
H 0.2 0.2 -0.4
H 0.2 0.0 0.2
H 0.4 -0.2 -0.3
H -0.2 0.2 -0.2
H -0.2 0.2 0.0
H -0.1 0.0 -0.2
H -0.4 0.0 -0.2
H 0.3 0.2 0.0
H -0.1 -0.2 -0.2
H -0.6 0.2 0.4
H 0.1 0.2 0.2
H 0.0 0.1 -0.3
H -0.1 0.0 -0.1
H -0.4 -0.3 -0.3
H -0.1 -0.1 0.2
H -0.6 0.1 0.1
H -0.2 0.1 0.1
H -0.4 -0.6 0.1
H -0.1 -0.1 0.2
H 0.3 0.4 -0.2
H 0.4 -0.3 0.0
H -0.1 -0.7 -0.3
H -0.3 0.4 -0.1
H -0.2 -0.4 0.3
H 0.6 0.4 -0.1
H -0.3 -0.3 0.2
H -0.7 0.6 -0.3
H 0.0 0.0 0.0
H 0.2 -0.1 0.2
H -0.1 -0.1 0.3
H 0.5 0.4 -0.1
H -0.2 -0.2 0.4
H -0.2 0.2 -0.1
H -0.1 0.1 -0.2
H 0.2 0.1 0.0
H 0.6 0.1 0.3
H -0.3 0.0 -0.1
H 0.6 0.2 0.8

Summary:
net charge = -1
spin multiplicity = 1
energy relative to the best compared isomer or geometry (same formula, charge and spin) = 61.3 kcal/mol
LUMO energy = 0.081 hartree
Kohn-Sham gap = 5.3 eV
HOMO energy = -3.100 eV
total energy = -3460.295901 Eh